{"formula": "C18H16O3", "method": "wB97M-V/def2-TZVPD", "symbols": ["C", "C", "O", "C", "C", "C", "C", "C", "C", "C", "C", "C", "O", "C", "C", "C", "C", "C", "C", "C", "O", "H", "H", "H", "H", "H", "H", "H", "H", "H", "H", "H", "H", "H", "H", "H", "H"], "xyz": [[5.6493, -0.7668, -0.5407], [4.9794, 0.5522, -0.1486], [3.6079, 0.6567, -0.4787], [2.8168, -0.3576, 0.1202], [1.4122, 0.1046, 0.4186], [1.1369, 0.4607, 1.7177], [-0.1147, 0.8572, 2.1138], [-1.1149, 0.8954, 1.1826], [-0.8448, 0.5778, -0.1368], [0.4121, 0.1804, -0.5447], [0.7338, -0.1982, -1.9745], [-2.0095, 0.6537, -1.1006], [-1.9082, 1.0727, -2.2383], [-3.3022, 0.1303, -0.5216], [-4.1589, -0.6294, -1.2696], [-5.3067, -1.1199, -0.6794], [-5.5516, -0.8318, 0.6386], [-4.7012, -0.0598, 1.3951], [-3.5624, 0.4222, 0.8018], [-2.5381, 1.2695, 1.5176], [-2.8373, 2.1520, 2.3006], [5.1029, -1.6631, -0.2381], [6.6101, -0.8045, -0.0104], [5.8917, -0.8347, -1.6038], [5.4777, 1.3413, -0.7223], [5.1671, 0.8060, 0.9061], [2.7790, -1.2185, -0.5622], [3.2766, -0.6989, 1.0576], [1.9391, 0.3970, 2.4473], [-0.2995, 1.1087, 3.1528], [1.2913, 0.6372, -2.4147], [1.3847, -1.0738, -1.9868], [-0.1475, -0.3374, -2.5951], [-3.9059, -0.8499, -2.3017], [-6.0080, -1.7246, -1.2421], [-6.4460, -1.2403, 1.0995], [-4.9113, 0.1335, 2.4409]], "forces_ev_per_angstrom": [[0.50, -0.01, 0.42], [0.52, 0.18, -0.62], [-0.19, 0.05, 0.22], [-0.06, -0.42, -0.26], [0.68, 0.08, -0.05], [0.57, -0.12, 0.53], [-0.11, 0.31, 0.96], [-1.02, 0.41, -0.01], [-0.86, 0.02, -0.87], [0.42, -0.37, -0.89], [0.15, 0.54, 0.16], [0.20, -0.05, -0.26], [-0.21, -0.41, 0.66], [1.17, 0.55, -0.44], [-0.18, -0.30, -0.83], [-0.03, -0.17, -0.54], [-1.08, -0.47, 0.64], [-0.10, 0.16, 0.57], [0.72, 0.68, 0.43], [-0.17, 0.14, 0.64], [0.25, -0.80, -0.39], [-0.07, 0.16, -0.03], [-0.11, -0.05, -0.11], [-0.32, 0.08, 0.04], [-0.19, 0.01, 0.10], [-0.31, -0.32, 0.00], [0.07, -0.01, 0.22], [-0.03, 0.09, -0.09], [-0.10, 0.04, 0.00], [-0.12, 0.06, -0.13], [0.01, -0.21, -0.05], [-0.16, 0.03, -0.16], [0.09, -0.18, 0.14], [-0.10, 0.08, 0.06], [0.09, 0.01, 0.02], [0.07, 0.07, 0.01], [0.02, 0.11, -0.10]], "fmax_ev_per_a": 1.4, "orbital_gap_ev": 9.12, "spin_multiplicity": 1, "mol_weight_g_mol": 280.32, "de_lowest_kj_mol": 106.6}

{"formula": "C18H17AsF9MoN6OS6", "method": "wB97M-V/def2-TZVPD", "symbols": ["Mo", "C", "C", "N", "C", "S", "N", "N", "C", "C", "C", "C", "C", "C", "C", "N", "H", "H", "H", "H", "H", "H", "H", "H", "H", "H", "H", "H", "H", "S", "As", "S", "S", "S", "F", "C", "F", "F", "C", "O", "C", "F", "F", "F", "C", "F", "F", "F", "S", "C", "N", "C", "C", "C", "N", "H", "H", "H", "H"], "xyz": [[-0.1311, 0.4029, -0.1268], [-1.4110, 3.6311, -5.3919], [-0.4291, 4.0351, -4.2996], [-0.9099, 3.7401, -2.9639], [-0.8152, 2.5093, -2.4112], [-1.5418, 2.2759, -0.8374], [-0.1966, 1.5660, -3.0494], [-0.2139, 0.4008, -2.3033], [-0.3082, -0.7064, -2.9537], [-0.3026, -0.7530, -4.4430], [-0.4520, -1.8490, -2.0814], [-0.6573, -3.1135, -2.5347], [-0.9422, -4.1758, -1.6035], [-0.7802, -3.9418, -0.2983], [-0.2345, -2.6358, 0.1697], [-0.4706, -1.5058, -0.7368], [-0.9990, 3.8473, -6.3793], [-2.3546, 4.1692, -5.2891], [-1.6159, 2.5624, -5.3309], [-0.2167, 5.1042, -4.3464], [0.5139, 3.5044, -4.4314], [-1.4566, 4.4180, -2.4645], [-0.9474, 0.0271, -4.8426], [-0.6193, -1.7202, -4.8203], [0.7094, -0.5385, -4.7952], [-0.6618, -3.3063, -3.5966], [-1.2787, -5.1377, -1.9665], [-0.9515, -4.6855, 0.4708], [-0.6853, -2.4091, 1.1425], [-0.2059, -5.2242, 3.1676], [1.5901, -4.2642, 3.6741], [1.0712, -0.9479, 1.8330], [1.5323, -2.8271, 0.4909], [2.9618, -5.5858, 4.5464], [-0.2322, 2.4337, 4.9148], [-0.3599, 2.5551, 3.5834], [0.5985, 3.3809, 3.1598], [-1.5183, 3.1706, 3.3298], [-0.2905, 1.1608, 2.8907], [-0.6367, 1.3304, 1.5763], [-1.3385, 0.2052, 3.5793], [-1.7099, -0.7608, 2.7293], [-2.4612, 0.8629, 3.9080], [-0.8798, -0.3731, 4.6841], [1.1478, 0.5710, 2.9355], [1.5488, 0.2561, 4.1851], [2.0213, 1.5068, 2.4865], [2.7722, -0.9324, 2.0370], [2.1007, 1.3204, -0.5787], [2.8765, -0.0979, -1.2085], [3.7438, -0.7147, -0.3676], [4.3740, -1.8522, -0.6766], [4.2056, -2.3747, -1.9293], [3.3345, -1.6871, -2.7696], [2.6922, -0.5776, -2.4336], [3.7204, -0.4073, 0.6088], [4.9652, -2.3052, 0.1066], [4.6850, -3.2938, -2.2252], [3.1389, -2.0583, -3.7702]], "forces_ev_per_angstrom": [[-0.07, -0.31, -0.21], [0.00, -0.01, 0.00], [0.01, -0.02, 0.01], [-0.02, 0.00, -0.01], [0.01, 0.00, -0.03], [0.17, 0.12, 0.04], [-0.02, 0.00, -0.02], [0.05, 0.02, 0.00], [-0.01, -0.07, 0.03], [0.00, 0.00, 0.01], [-0.02, 0.03, -0.12], [0.01, 0.03, 0.07], [0.01, 0.05, -0.04], [-0.02, -0.10, -0.06], [-0.05, -0.01, 0.13], [-0.04, 0.11, 0.18], [0.00, 0.00, 0.00], [0.00, 0.00, 0.00], [0.00, 0.00, 0.00], [-0.01, 0.00, 0.00], [0.00, 0.01, 0.00], [0.03, 0.01, 0.01], [-0.02, -0.01, 0.00], [0.01, -0.01, 0.00], [-0.01, 0.02, 0.00], [0.00, 0.00, -0.01], [0.00, 0.00, 0.00], [0.04, 0.04, 0.05], [-0.01, -0.02, 0.00], [-0.12, 0.00, -0.06], [0.05, -0.04, 0.19], [-0.08, 0.01, -0.07], [0.16, 0.05, -0.10], [0.00, 0.03, -0.07], [-0.03, -0.02, 0.03], [0.02, -0.02, -0.01], [0.01, 0.07, 0.00], [-0.07, -0.05, 0.02], [-0.02, 0.03, -0.03], [-0.13, -0.13, 0.14], [-0.03, -0.02, -0.04], [0.00, 0.00, -0.02], [0.02, 0.09, -0.01], [0.02, 0.01, 0.05], [0.05, -0.02, -0.02], [0.02, 0.01, -0.02], [0.05, -0.07, 0.02], [0.02, 0.02, 0.14], [-0.01, 0.19, -0.07], [-0.05, -0.06, 0.09], [0.09, 0.01, -0.05], [-0.01, 0.03, -0.03], [0.00, 0.00, 0.02], [0.00, 0.01, -0.01], [0.04, -0.02, -0.03], [-0.02, -0.01, -0.09], [0.00, -0.01, 0.00], [-0.01, 0.00, 0.00], [0.00, 0.00, 0.01]], "fmax_ev_per_a": 0.4, "orbital_gap_ev": [4.53, 4.55], "spin_multiplicity": 3, "mol_weight_g_mol": 867.62, "de_lowest_kj_mol": 405.7, "total_charge": -1}

{"formula": "C18H17BBaN12O", "method": "wB97M-V/def2-TZVPD", "symbols": ["Ba", "C", "C", "N", "N", "C", "B", "N", "C", "C", "C", "N", "N", "C", "C", "C", "N", "H", "H", "H", "H", "H", "H", "H", "H", "H", "H", "N", "C", "C", "C", "N", "C", "N", "C", "N", "C", "C", "C", "N", "C", "O", "N", "H", "H", "H", "H", "H", "H", "H"], "xyz": [[-0.3545, -0.1517, -0.1865], [-0.8172, -4.4339, 2.1646], [-0.7487, -3.7286, 0.9600], [-0.1201, -2.5678, 1.1240], [0.2222, -2.5014, 2.4266], [-0.1796, -3.6127, 3.0693], [1.0357, -1.3568, 3.0767], [2.2618, -0.9920, 2.2114], [3.5466, -1.1426, 2.5823], [4.3504, -0.7191, 1.5457], [3.4466, -0.2924, 0.5673], [2.1926, -0.4769, 0.9669], [0.1598, -0.1057, 3.3538], [0.0012, 0.4496, 4.5674], [-0.7650, 1.5898, 4.4312], [-1.0505, 1.6444, 3.0666], [-0.4804, 0.6276, 2.4218], [-1.2527, -5.4021, 2.3391], [-1.1246, -4.0097, -0.0117], [0.0205, -3.7488, 4.1183], [1.4291, -1.7507, 4.1408], [3.8087, -1.5382, 3.5487], [5.4255, -0.7023, 1.5103], [3.6568, 0.1350, -0.4008], [0.4452, 0.0139, 5.4457], [-1.0707, 2.2755, 5.2015], [-1.6249, 2.3817, 2.5269], [0.6826, 2.1081, -1.2963], [0.6487, 3.2544, -1.4927], [0.5645, 4.6205, -1.7455], [1.4074, 5.5287, -1.0546], [2.0920, 6.2661, -0.4922], [-0.4645, 5.0795, -2.5974], [-1.3581, 5.3993, -3.2580], [-5.4760, -1.4966, -1.4904], [-4.8190, -0.1985, -1.5860], [-5.4655, 0.9195, -1.9975], [-4.8501, 2.1166, -2.0815], [-3.4715, 2.1607, -1.7034], [-2.8381, 1.0570, -1.3137], [-3.4691, -0.1302, -1.2475], [-2.8787, -1.1618, -0.9010], [-2.7785, 3.2921, -1.7190], [-6.5089, -1.3934, -1.8128], [-5.4437, -1.8562, -0.4642], [-4.9643, -2.2198, -2.1212], [-6.5084, 0.7930, -2.2552], [-5.3736, 3.0011, -2.4080], [-3.0954, 4.1255, -2.1877], [-1.7942, 3.2386, -1.5099]], "forces_ev_per_angstrom": [[0.00, -0.05, -0.10], [-0.03, -0.08, -0.08], [-0.01, 0.02, 0.07], [-0.10, 0.02, 0.00], [0.10, -0.17, 0.21], [-0.04, 0.00, -0.09], [0.06, 0.10, -0.17], [0.03, -0.16, 0.21], [0.08, -0.01, -0.17], [0.01, 0.12, 0.04], [0.04, -0.15, 0.00], [-0.15, 0.16, -0.01], [0.12, -0.07, 0.30], [-0.07, 0.21, -0.06], [-0.09, -0.04, 0.04], [0.12, 0.02, -0.01], [-0.14, -0.09, -0.03], [0.01, 0.01, 0.03], [-0.01, 0.02, 0.00], [0.03, 0.04, 0.00], [-0.01, 0.01, -0.01], [-0.08, -0.02, 0.02], [-0.01, 0.02, 0.01], [-0.05, 0.00, -0.02], [0.04, -0.06, -0.05], [-0.01, -0.02, 0.00], [0.01, -0.01, -0.03], [-0.05, 0.23, -0.10], [0.12, 0.02, -0.11], [0.00, 0.03, 0.07], [-0.03, -0.04, -0.05], [0.00, 0.00, 0.00], [0.04, 0.01, 0.05], [0.03, 0.01, -0.03], [-0.02, -0.03, 0.00], [0.19, -0.03, 0.05], [-0.10, 0.09, -0.05], [0.03, 0.03, 0.00], [-0.07, -0.24, -0.04], [0.26, 0.18, 0.17], [-0.17, -0.07, -0.08], [-0.01, -0.02, 0.01], [-0.05, -0.03, 0.06], [0.00, 0.03, 0.00], [0.00, 0.00, 0.00], [0.00, 0.01, -0.01], [0.01, -0.01, 0.01], [-0.03, -0.02, 0.00], [0.02, 0.02, 0.00], [-0.02, 0.02, -0.02]], "fmax_ev_per_a": 0.4, "orbital_gap_ev": 7.82, "spin_multiplicity": 1, "mol_weight_g_mol": 565.56, "de_lowest_kj_mol": 56.2}

{"formula": "C18H17BrFeN5O7S", "method": "wB97M-V/def2-TZVPD", "symbols": ["Fe", "C", "C", "N", "N", "C", "N", "S", "C", "C", "C", "C", "C", "N", "H", "H", "H", "H", "H", "H", "H", "H", "H", "O", "C", "O", "C", "O", "C", "C", "O", "O", "H", "H", "H", "H", "H", "Br", "C", "C", "N", "C", "C", "C", "C", "O", "O", "H", "H", "H"], "xyz": [[-0.8528, 0.2015, 0.1732], [0.5266, -4.0205, 0.2156], [0.3119, -2.5645, -0.0297], [-0.6562, -1.9153, 0.5076], [-1.5559, -2.6362, 1.2319], [-2.2606, -1.8727, 2.0413], [-3.2268, -2.4954, 2.7508], [-1.9968, -0.1944, 2.3397], [1.1891, -1.7633, -0.9130], [2.2681, -2.3074, -1.5982], [3.0503, -1.4849, -2.3904], [2.7386, -0.1404, -2.4772], [1.6341, 0.3247, -1.7855], [0.8734, -0.4632, -1.0312], [0.3308, -4.2365, 1.2642], [1.5359, -4.3353, -0.0349], [-0.1844, -4.6167, -0.3613], [-3.4891, -3.4193, 2.4487], [-3.9202, -1.9284, 3.2029], [2.4926, -3.3593, -1.5136], [3.8945, -1.8929, -2.9309], [3.3258, 0.5418, -3.0750], [1.3394, 1.3617, -1.8390], [-2.7389, 2.8480, -1.8435], [-1.8246, 1.9281, -2.0904], [-0.7767, 1.8635, -1.4755], [-2.1531, 1.0201, -3.2509], [-1.4598, -0.1923, -3.1138], [-2.3184, -1.2675, -2.7614], [-3.0287, -1.1015, -1.4182], [-3.9807, -1.8096, -1.1835], [-2.5793, -0.1730, -0.6059], [-2.4282, 3.3733, -1.0872], [-3.2363, 0.8900, -3.3014], [-1.8260, 1.5222, -4.1659], [-3.0870, -1.4123, -3.5244], [-1.7026, -2.1663, -2.7260], [5.2967, 2.8322, 3.8073], [3.4812, 3.1580, 3.4030], [2.8922, 4.3463, 3.8117], [1.6208, 4.6439, 3.5608], [0.9029, 3.7573, 2.8768], [1.4135, 2.5448, 2.4322], [2.7349, 2.2285, 2.7078], [0.5608, 1.5954, 1.6682], [-0.5237, 2.0160, 1.1428], [0.9025, 0.3987, 1.5223], [3.4708, 5.0790, 4.3618], [-0.1292, 4.0121, 2.6695], [3.1487, 1.2821, 2.3877]], "forces_ev_per_angstrom": [[-0.10, -0.36, 0.82], [-0.02, -0.04, 0.00], [0.09, 0.12, -0.20], [-0.03, -0.34, 0.13], [0.11, 0.29, -0.08], [-0.05, -0.04, 0.04], [0.02, -0.04, 0.00], [-0.10, -0.01, -0.04], [-0.11, -0.06, 0.11], [0.01, 0.01, 0.02], [0.01, 0.00, -0.01], [0.02, 0.00, -0.01], [0.01, -0.03, 0.06], [-0.05, -0.05, -0.23], [0.00, 0.01, 0.00], [-0.01, -0.01, 0.01], [0.00, 0.02, -0.01], [0.00, 0.00, 0.00], [0.00, 0.01, 0.00], [0.01, 0.01, -0.01], [0.00, 0.00, 0.01], [0.00, 0.00, 0.00], [-0.02, 0.00, 0.00], [-0.06, 0.07, -0.07], [0.27, 0.00, -0.07], [-0.29, 0.10, -0.04], [-0.02, -0.05, 0.17], [-0.14, -0.04, -0.17], [0.11, 0.14, 0.01], [-0.23, 0.09, 0.48], [0.04, -0.06, -0.07], [0.20, 0.02, -0.82], [-0.01, 0.01, 0.01], [-0.01, -0.03, -0.05], [0.01, 0.05, -0.01], [-0.01, -0.05, 0.00], [0.03, 0.01, 0.04], [0.02, -0.01, 0.00], [-0.02, 0.00, 0.00], [-0.04, 0.04, 0.02], [0.05, -0.05, -0.03], [0.01, 0.08, -0.01], [-0.07, -0.01, 0.03], [0.01, -0.02, 0.06], [-0.14, -0.13, -0.02], [0.27, -0.05, 0.04], [0.25, 0.41, -0.10], [-0.01, 0.00, 0.00], [0.01, -0.01, 0.01], [-0.01, 0.00, -0.02]], "fmax_ev_per_a": 0.9, "orbital_gap_ev": [7.55, 7.01], "spin_multiplicity": 6, "mol_weight_g_mol": 583.18}